Record 1
Formula: C36H34AsBaN6O8S2
Source: the OMol25 dataset
Level of theory: ωB97M-V/def2-TZVPD

Geometry (Å):
1 Ba -0.6901 -0.1682 0.1071
2 C -1.3077 -2.6150 3.1921
3 N -0.1401 -1.8625 2.7596
4 C 1.0405 -2.7128 2.6208
5 C 0.9725 -3.6549 1.4455
6 C 1.0669 -5.0310 1.6028
7 C 1.0503 -5.8377 0.4750
8 C 0.9525 -5.2403 -0.7691
9 C 0.8621 -3.8551 -0.8284
10 N 0.8637 -3.0802 0.2485
11 C 0.1595 -0.7669 3.6758
12 C -0.9037 0.3123 3.7254
13 C -0.8670 1.2813 4.7192
14 C -1.7984 2.3065 4.6795
15 C -2.7407 2.3275 3.6644
16 C -2.7195 1.3088 2.7263
17 N -1.8213 0.3218 2.7626
18 C -1.9774 -3.4219 2.1033
19 C -2.5468 -4.6569 2.3953
20 C -3.2190 -5.3415 1.3981
21 C -3.3043 -4.7726 0.1379
22 C -2.7065 -3.5381 -0.0612
23 N -2.0557 -2.8777 0.8910
24 H -2.0538 -1.9035 3.5477
25 H -1.0574 -3.2813 4.0357
26 H 1.2168 -3.2907 3.5447
27 H 1.8988 -2.0590 2.4521
28 H 1.1453 -5.4577 2.5949
29 H 1.1144 -6.9148 0.5689
30 H 0.9438 -5.8263 -1.6783
31 H 0.7831 -3.3390 -1.7793
32 H 1.0932 -0.3089 3.3349
33 H 0.3430 -1.1337 4.7014
34 H -0.1086 1.2405 5.4915
35 H -1.7798 3.0878 5.4296
36 H -3.4688 3.1211 3.5756
37 H -3.4194 1.2863 1.8975
38 H -2.4541 -5.0709 3.3915
39 H -3.6678 -6.3060 1.6010
40 H -3.8195 -5.2669 -0.6741
41 H -2.7602 -3.0468 -1.0275
42 C 4.4840 5.8074 -0.6043
43 C 4.2382 4.3378 -0.3931
44 C 3.3030 3.9071 0.5458
45 C 3.0495 2.5606 0.7371
46 C 3.7295 1.6165 -0.0218
47 C 4.6813 2.0255 -0.9426
48 C 4.9294 3.3796 -1.1241
49 S 3.3261 -0.1090 0.1727
50 O 4.4890 -0.8475 -0.2771
51 O 2.9402 -0.2498 1.5659
52 N 2.0213 -0.3767 -0.6603
53 C 1.9190 -0.5307 -2.0093
54 C 2.9481 -0.3750 -2.9672
55 C 2.6509 -0.4747 -4.3044
56 C 1.3464 -0.7443 -4.7130
57 C 0.4092 -0.9379 -3.7219
58 N 0.6712 -0.8652 -2.4167
59 H 3.5734 6.3085 -0.9381
60 H 5.2557 5.9742 -1.3557
61 H 4.8020 6.2907 0.3215
62 H 2.7542 4.6389 1.1282
63 H 2.3088 2.2339 1.4525
64 H 5.2492 1.2893 -1.4917
65 H 5.6741 3.6940 -1.8468
66 H 3.9569 -0.2025 -2.6330
67 H 3.4364 -0.3431 -5.0400
68 H 1.0724 -0.8116 -5.7562
69 H -0.6194 -1.1741 -3.9784
70 O -4.9115 0.4605 -2.4341
71 As -4.0555 1.3715 -1.1412
72 O -5.1725 2.1918 -0.2767
73 O -3.1499 0.2212 -0.3446
74 C -3.0033 2.4503 -2.3631
75 C -3.7776 3.0831 -3.3378
76 C -3.2118 3.8573 -4.3350
77 C -1.8305 4.0084 -4.3722
78 C -1.0483 3.4038 -3.4085
79 C -1.6137 2.6271 -2.3885
80 S -0.6075 3.2441 0.0741
81 O -2.0056 3.4499 0.3958
82 O 0.0323 2.2209 0.9283
83 O -0.7581 2.1149 -1.4726
84 H -5.5784 -0.0800 -1.9928
85 H -4.8523 2.9526 -3.3066
86 H -3.8409 4.3324 -5.0770
87 H -1.3632 4.6028 -5.1486
88 H 0.0297 3.5104 -3.4064

Properties
highest occupied orbital energy = -0.1982 Eh
frontier orbital gap = 0.2746 Ha
lowest unoccupied orbital energy = 2.08 eV
energy relative to the best compared isomer or geometry (same formula, charge and spin) = 146.7 kJ/mol
charge = -1


Record 2
Formula: C36H34AsN6PS7SbTi
Source: the OMol25 dataset
Level of theory: ωB97M-V/def2-TZVPD

Geometry (Å):
1 Ti -0.2834 0.9294 -2.8832
2 N -2.6987 -1.0053 -4.8303
3 C -1.7900 -1.7173 -4.1472
4 N -0.8437 -1.2075 -3.3968
5 C -0.0305 -2.2031 -2.8815
6 C -0.3597 -3.4673 -3.2172
7 S -1.7442 -3.4530 -4.2458
8 C 1.0753 -1.7846 -2.0265
9 C 2.0065 -2.5856 -1.4746
10 S 3.0953 -1.6482 -0.5179
11 C 2.2251 -0.1997 -0.9618
12 N 1.1864 -0.4305 -1.7406
13 N 2.6380 0.9870 -0.5290
14 H -2.7250 -0.0028 -4.6317
15 H -3.5414 -1.4543 -5.1391
16 H 0.1050 -4.3868 -2.9082
17 H 2.0992 -3.6545 -1.5539
18 H 3.4195 1.0308 0.1056
19 H 2.1776 1.8967 -0.7295
20 S 1.5141 5.1041 -4.3981
21 Sb 1.2623 3.4144 -2.9533
22 S -1.6000 2.9804 -2.3443
23 S -2.7287 1.2967 -2.7110
24 S 1.8772 4.0444 -0.8226
25 S -0.6684 1.6572 -5.4099
26 C 0.7377 0.7181 -5.5426
27 N 1.2598 0.3726 -6.7568
28 C 2.4045 -0.4256 -6.8642
29 C 3.0101 -0.8095 -5.6935
30 C 2.4717 -0.4231 -4.4788
31 N 1.3113 0.3425 -4.4170
32 H 0.7795 0.7186 -7.5682
33 H 2.7446 -0.6692 -7.8565
34 H 3.9113 -1.4059 -5.7233
35 H 2.9505 -0.6620 -3.5420
36 C -0.0492 0.6640 1.4775
37 C 0.1149 2.1277 1.8581
38 As 1.1298 2.4847 3.5008
39 C 0.0993 1.3599 4.7277
40 C -1.2604 1.1253 4.5414
41 C -1.9905 0.4054 5.4789
42 C -1.3721 -0.0874 6.6180
43 C -0.0181 0.1496 6.8198
44 C 0.7073 0.8723 5.8843
45 C 2.6498 1.2948 3.1522
46 C 3.7906 1.8946 2.6211
47 C 4.9036 1.1343 2.2815
48 C 4.8920 -0.2393 2.4846
49 C 3.7640 -0.8451 3.0220
50 C 2.6502 -0.0840 3.3506
51 P -1.1426 0.4837 -0.0136
52 C -1.4533 -1.3272 0.0069
53 C -0.6343 -2.2349 0.6700
54 C -0.8798 -3.6023 0.5955
55 C -1.9516 -4.0804 -0.1398
56 C -2.7769 -3.1826 -0.8098
57 C -2.5248 -1.8237 -0.7434
58 C -2.6867 1.0907 0.7928
59 C -3.4614 0.2861 1.6296
60 C -4.5421 0.8128 2.3237
61 C -4.8639 2.1567 2.1979
62 C -4.0992 2.9669 1.3714
63 C -3.0198 2.4405 0.6750
64 H -0.4749 0.0767 2.2972
65 H 0.9256 0.2385 1.2404
66 H -0.8501 2.6118 2.0171
67 H 0.6015 2.6986 1.0617
68 H -1.7701 1.4926 3.6571
69 H -3.0453 0.2298 5.3064
70 H -1.9405 -0.6522 7.3463
71 H 0.4731 -0.2271 7.7087
72 H 1.7636 1.0531 6.0534
73 H 3.8038 2.9667 2.4566
74 H 5.7791 1.6165 1.8641
75 H 5.7580 -0.8350 2.2237
76 H 3.7456 -1.9173 3.1756
77 H 1.7727 -0.5704 3.7605
78 H 0.2144 -1.8889 1.2488
79 H -0.2269 -4.2911 1.1188
80 H -2.1460 -5.1447 -0.1936
81 H -3.6158 -3.5454 -1.3914
82 H -3.1590 -1.1216 -1.2753
83 H -3.2182 -0.7607 1.7540
84 H -5.1309 0.1688 2.9665
85 H -5.7069 2.5689 2.7390
86 H -4.3410 4.0166 1.2613
87 H -2.4356 3.0751 0.0197

Properties
highest occupied orbital energy (spin up / spin down) = -0.1233 / -0.1501 Eh
frontier orbital gap (spin up / spin down) = 0.1913 / 0.2181 Ha
lowest unoccupied orbital energy (spin up / spin down) = 1.85 / 1.85 eV
2S+1 = 3
energy relative to the best compared isomer or geometry (same formula, charge and spin) = 40.6 kJ/mol
charge = -1


- Which formula does entry 1 have?
  C36H34AsBaN6O8S2